Record 1
Density functional theory data (ωB97M-V/def2-TZVPD) for a molecular structure, C46H51Cl5GeN2O3Si3Tc in a non-equilibrium geometry.

Results
charge = -1
orbital gap (spin up / spin down) = 5.8 / 6.8 eV
<S²> = 2.065
LUMO (spin up / spin down) = 2.0 / 1.7 eV
2S+1 = 3

```
112
C46H51Cl5GeN2O3Si3Tc ωB97M-V/def2-TZVPD
Tc 0.45187 0.96087 0.37927
O 0.97383 -1.79546 2.04853
C 2.34088 -2.10911 1.91660
C 2.92004 -1.04436 0.94940
O 4.11272 -1.08785 0.70827
O 2.09566 -0.16485 0.47267
C 3.06840 -1.90513 3.25898
C 2.49884 -1.08484 4.22715
C 3.12926 -0.87022 5.44799
C 4.37612 -1.42317 5.69661
C 4.96802 -2.21767 4.72284
C 4.31567 -2.46724 3.52405
C 2.53086 -3.52790 1.35187
C 3.70404 -3.92323 0.70590
C 3.87257 -5.23420 0.27928
C 2.87166 -6.17572 0.46930
C 1.68810 -5.78780 1.07947
C 1.52277 -4.47723 1.51384
H 0.57530 -2.35676 2.72583
H 1.54767 -0.60873 4.03136
H 2.64834 -0.25003 6.19601
H 4.88523 -1.23230 6.63428
H 5.94842 -2.64736 4.89530
H 4.78624 -3.10976 2.79422
H 4.47524 -3.18919 0.51895
H 4.79494 -5.51912 -0.21344
H 3.00672 -7.19784 0.13555
H 0.88130 -6.49801 1.21892
H 0.58176 -4.20487 1.97488
Cl 2.88576 2.58358 -0.55752
C 1.84453 3.84770 -1.09644
C 2.38801 4.96161 -1.69498
C 1.55807 5.98236 -2.14370
C 0.18549 5.84885 -1.99053
C -0.35486 4.73167 -1.38379
Cl -2.08077 4.61732 -1.28196
C 0.44294 3.67110 -0.87886
N -0.00920 2.57328 -0.24459
H 3.46405 5.03390 -1.80260
H 1.97550 6.85962 -2.62295
H -0.48552 6.62258 -2.34560
C 0.30379 0.35018 -1.57222
C 0.43959 0.34385 -2.79927
C 0.56520 0.37588 -4.18385
C 1.38243 -0.67034 -4.83815
C 2.53113 -1.15732 -4.19925
C 3.34511 -2.09991 -4.81455
C 3.01933 -2.59946 -6.07107
C 1.86021 -2.15678 -6.69910
C 1.05216 -1.20328 -6.09172
C -0.02600 1.50526 -4.92508
C 0.42646 1.88893 -6.20386
C -0.11219 2.99070 -6.85700
C -1.10969 3.74940 -6.25650
C -1.56024 3.39384 -4.98873
C -1.02525 2.29749 -4.33100
H 2.78611 -0.76258 -3.22039
H 4.24244 -2.44469 -4.30987
H 3.65781 -3.33030 -6.55308
H 1.57992 -2.56081 -7.66666
H 0.14158 -0.87579 -6.58125
H 1.23424 1.33969 -6.66997
H 0.25787 3.26245 -7.84040
H -1.52931 4.60855 -6.76715
H -2.33244 3.98089 -4.50640
H -1.36864 2.03324 -3.33491
C -2.73790 -1.16918 -2.12542
Si -2.83691 -1.59179 -0.30561
C -4.67026 -1.70195 0.13636
C -2.19749 -3.35001 -0.13740
Ge -1.85059 0.08614 1.09489
Si -3.47039 1.86677 1.05073
C -2.66877 3.37087 1.84373
C -5.09154 1.69508 2.00814
C -4.08555 2.13115 -0.70720
Si -2.20850 -0.68064 3.36813
C -1.52797 -2.33627 4.00960
C -4.03678 -1.03924 3.68271
C -1.70023 0.63648 4.62270
H -2.94348 -2.05177 -2.74361
H -1.73788 -0.80425 -2.37048
H -3.45457 -0.38168 -2.39460
H -5.18307 -2.42354 -0.51452
H -5.16390 -0.72688 0.02215
H -4.80930 -2.02322 1.17603
H -2.78533 -4.00423 -0.79512
H -2.29405 -3.73330 0.89059
H -1.14256 -3.42909 -0.43277
H -2.65833 3.23953 2.93607
H -3.20169 4.30032 1.61071
H -1.63398 3.47686 1.50871
H -4.95441 1.81288 3.08995
H -5.58677 0.73308 1.82643
H -5.77106 2.48724 1.66482
H -3.28665 1.98542 -1.44497
H -4.48522 3.14409 -0.83881
H -4.88767 1.41672 -0.93187
H -1.75909 -3.15770 3.31192
H -2.06219 -2.55972 4.94100
H -0.46155 -2.37005 4.23858
H -4.33953 -1.95645 3.16228
H -4.69754 -0.23422 3.35249
H -4.19679 -1.19514 4.75835
H -0.85763 1.23827 4.26113
H -1.41205 0.18650 5.58190
H -2.53327 1.32979 4.80667
Cl 0.46380 4.17375 4.69051
C 1.84723 3.45340 3.82712
Cl 2.97985 2.77726 4.99971
Cl 2.66015 4.73929 2.90509
C 1.37623 2.43792 2.90586
N 0.90712 1.75789 2.11839
```

Record 2
Density functional theory data (ωB97M-V/def2-TZVPD) for a molecular structure, C46H52AsF2N3O3RuSi2.

Results
energy relative to the best compared isomer or geometry (same formula, charge and spin) = 19.6 kcal/mol
charge = -1
orbital gap (spin up / spin down) = 4.4 / 5.3 eV
<S²> = 8.791
LUMO (spin up / spin down) = 2.4 / 0.8 eV
2S+1 = 6

```
110
C46H52AsF2N3O3RuSi2 ωB97M-V/def2-TZVPD
Ru 0.44505 -0.50980 0.20176
C -1.73531 -1.71606 -3.53244
C -0.74580 -2.46754 -2.63091
C -1.35675 -3.29932 -1.51119
C -2.43365 -4.12616 -1.82080
C -2.95454 -5.01694 -0.90529
C -2.36629 -5.10478 0.34673
C -1.28402 -4.32030 0.71408
C -0.75452 -4.49516 2.12259
C -1.00614 -3.31058 3.05603
C -0.77092 -3.37020 -0.22055
N 0.27800 -2.51552 0.12574
C 1.44557 -3.09899 0.65529
C 2.23765 -2.37897 1.55373
C 3.39557 -2.74557 2.27390
C 3.75751 -1.61593 3.02727
C 2.82497 -0.62403 2.73308
N 1.90822 -1.07397 1.84421
H -1.31624 -1.56558 -4.53024
H -1.97182 -0.73434 -3.12310
H -2.67751 -2.25104 -3.65291
H -0.03578 -1.75688 -2.20662
H -0.14979 -3.14596 -3.25205
H -2.85993 -4.08732 -2.81629
H -3.80144 -5.64054 -1.16244
H -2.76443 -5.80404 1.07454
H 0.31573 -4.68752 2.10451
H -1.22870 -5.39004 2.53738
H -0.62536 -2.38010 2.63849
H -0.50383 -3.47115 4.01204
H -2.07334 -3.19258 3.24621
H 1.72870 -4.09590 0.33835
H 3.87978 -3.71057 2.25005
H 4.58484 -1.52438 3.71559
H 2.78550 0.38849 3.11255
F 4.51685 -2.28969 -2.93418
C 3.97965 -1.28540 -2.20965
C 2.71669 -1.43814 -1.67993
C 2.15266 -0.40183 -0.94606
C 2.88214 0.79594 -0.75867
C 4.15830 0.87622 -1.30494
F 4.91610 1.98991 -1.14459
C 4.73175 -0.14154 -2.03631
C 2.24239 1.85127 0.04568
C 2.78426 3.09928 0.34835
C 2.06596 3.98130 1.13582
C 0.81613 3.61950 1.60837
C 0.32344 2.37649 1.25939
N 1.01257 1.52373 0.50137
H 2.19093 -2.37330 -1.82393
H 5.72725 -0.04186 -2.44320
H 3.75909 3.36764 -0.01969
H 2.48811 4.94775 1.38164
H 0.22763 4.27589 2.23321
H -0.63859 2.02379 1.60392
O -2.45053 -0.64892 -0.48817
C -3.23669 -0.36365 0.65560
C -2.30269 -0.03081 1.86506
O -2.82701 0.38316 2.89385
O -1.05157 -0.19314 1.68488
C -4.16004 -1.54450 0.96233
C -4.90179 -2.06915 -0.09628
C -5.77593 -3.12323 0.10331
C -5.92911 -3.66782 1.37162
C -5.20035 -3.14799 2.42829
C -4.32187 -2.08960 2.22784
C -4.09048 0.85642 0.33212
C -5.12558 1.24932 1.17964
C -5.87799 2.37427 0.88991
C -5.61018 3.12605 -0.25029
C -4.58530 2.73672 -1.09584
C -3.83134 1.60497 -0.80568
H -2.35831 -1.61096 -0.54901
H -4.78843 -1.63827 -1.08468
H -6.33551 -3.52331 -0.73361
H -6.61319 -4.49240 1.53174
H -5.31072 -3.56553 3.42180
H -3.77733 -1.66815 3.06093
H -5.32328 0.67566 2.07358
H -6.67718 2.66939 1.55885
H -6.19995 4.00627 -0.47533
H -4.36757 3.31520 -1.98762
H -3.03421 1.28764 -1.46636
C -2.53594 3.50620 -3.99902
Si -0.98371 3.55750 -2.93337
C -1.36766 4.32950 -1.26548
C 0.20651 4.76401 -3.75729
As -0.22969 1.34620 -2.57622
Si 0.89207 1.10009 -4.64330
C 1.26028 -0.69807 -5.02274
C -0.15081 1.69489 -6.09743
C 2.53253 2.01083 -4.59932
H -3.04250 4.47505 -3.96710
H -3.24081 2.73835 -3.66998
H -2.27626 3.29267 -5.03511
H -2.02681 5.19332 -1.39127
H -0.44093 4.67224 -0.79840
H -1.84799 3.63751 -0.57524
H -0.28806 5.73914 -3.80545
H 0.48576 4.47592 -4.77147
H 1.12226 4.88214 -3.17369
H 0.34636 -1.27535 -5.17835
H 1.82680 -1.17814 -4.22808
H 1.85271 -0.74322 -5.94162
H -1.16517 1.29617 -6.02761
H 0.29051 1.32761 -7.02837
H -0.22272 2.78125 -6.16192
H 3.15017 1.61240 -3.79231
H 2.41638 3.08307 -4.43683
H 3.06733 1.85814 -5.54125
```

Record 3
Density functional theory data (ωB97M-V/def2-TZVPD) for a molecular structure, C46H52F3N5O2P2S3Ti in a non-equilibrium geometry.

Results
charge = 0
orbital gap (spin up / spin down) = 5.0 / 5.1 eV
LUMO (spin up / spin down) = -1.1 / -1.0 eV
2S+1 = 1

```
114
C46H52F3N5O2P2S3Ti ωB97M-V/def2-TZVPD
Ti 0.04383 -0.53239 0.16965
C -6.13159 4.26260 -4.28432
S -5.27751 3.69435 -2.77806
C -5.61991 1.89781 -2.87770
C -4.81481 1.09374 -1.86042
C -3.30597 1.34053 -1.97977
N -2.47848 0.50207 -1.14393
P -2.12379 0.71017 0.41900
C -2.17893 2.48907 0.93867
C -3.35100 3.23732 0.82678
C -3.39015 4.56071 1.24166
C -2.26161 5.15343 1.79079
C -1.09030 4.41880 1.91774
C -1.05234 3.09621 1.49181
C -3.53686 0.15643 1.47916
C -3.71376 0.64593 2.77143
C -4.77224 0.20430 3.54995
C -5.66236 -0.73496 3.04789
C -5.47535 -1.24850 1.77326
C -4.41144 -0.81061 0.99839
P -0.81467 -1.05017 -2.18602
C -2.31509 -1.84319 -2.83185
C -3.12551 -2.61302 -1.99602
C -4.31665 -3.14460 -2.46322
C -4.72565 -2.90624 -3.76906
C -3.92392 -2.14955 -4.61255
C -2.72709 -1.62499 -4.14832
C 0.29496 -1.44759 -3.60337
C 1.14551 -0.51450 -4.19361
C 1.97101 -0.87556 -5.24691
C 1.98104 -2.17986 -5.71403
C 1.15281 -3.12522 -5.12434
C 0.31113 -2.76023 -4.08807
H -7.02259 4.82659 -4.01955
H -6.40828 3.39664 -4.88085
H -5.45007 4.89492 -4.84870
H -5.36516 1.58173 -3.89191
H -6.68894 1.75832 -2.71788
H -4.99784 0.03434 -2.05155
H -5.15421 1.31366 -0.84558
H -3.02968 1.12945 -3.02022
H -3.10858 2.40495 -1.80598
H -4.24711 2.77894 0.42586
H -4.30810 5.12645 1.13890
H -2.29991 6.18171 2.12867
H -0.20766 4.86986 2.35602
H -0.13689 2.53078 1.58249
H -3.02398 1.38088 3.17056
H -4.90532 0.59477 4.55131
H -6.49701 -1.06440 3.65364
H -6.15904 -1.99090 1.38021
H -4.25555 -1.20507 0.00255
H -2.80177 -2.79694 -0.97993
H -4.93308 -3.74931 -1.80868
H -5.65744 -3.32295 -4.13006
H -4.22802 -1.97327 -5.63709
H -2.10161 -1.04209 -4.81505
H 1.21144 0.49237 -3.79941
H 2.62953 -0.13908 -5.69055
H 2.63863 -2.46089 -6.52676
H 1.16965 -4.15191 -5.46868
H -0.33104 -3.50527 -3.63286
C 1.72941 -7.67906 -0.00870
C 2.07070 -6.21853 -0.12526
C 3.31320 -5.74049 0.27584
C 3.63141 -4.39561 0.15648
C 2.69830 -3.52289 -0.37187
C 1.45119 -3.97785 -0.76949
C 1.13940 -5.31675 -0.63897
S 3.11846 -1.80684 -0.57299
O 2.92994 -1.46749 -1.95281
O 4.41582 -1.59916 0.01125
N 1.96825 -1.00556 0.26162
C 2.11912 -0.42239 1.48611
C 3.25143 -0.33223 2.30543
C 3.11912 0.29355 3.52552
C 1.88255 0.80030 3.92892
C 0.81675 0.68341 3.07054
N 0.93512 0.11679 1.86696
H 2.62988 -8.28335 0.09050
H 1.17946 -8.01573 -0.88733
H 1.10076 -7.85514 0.86665
H 4.04114 -6.42888 0.68785
H 4.59585 -4.01473 0.46659
H 0.72613 -3.28612 -1.18051
H 0.15590 -5.66647 -0.93051
H 4.18263 -0.76180 1.97463
H 3.97816 0.38946 4.17643
H 1.75471 1.25793 4.89906
H -0.16913 1.04642 3.33248
F -1.34492 -1.57512 2.46804
C -0.70849 -2.04255 1.33995
F -1.58293 -2.97637 0.83638
F 0.32500 -2.80686 1.85091
C -2.06282 2.78979 -5.19669
C -0.67272 2.88079 -4.57611
N -0.56031 2.15202 -3.32003
C -0.12110 2.60846 -2.14546
S 0.86724 1.64926 -1.12162
N -0.34410 3.87551 -1.79974
C -1.38914 4.77455 -2.27943
C -0.82819 6.16994 -2.52026
H -2.07846 3.32450 -6.14771
H -2.82199 3.22013 -4.54053
H -2.32552 1.74726 -5.38297
H -0.38342 3.91770 -4.40587
H 0.05798 2.45629 -5.27063
H -0.50417 1.14481 -3.39205
H 0.03661 4.11141 -0.89553
H -2.17676 4.81952 -1.52637
H -1.83279 4.36855 -3.18329
H -0.37600 6.55563 -1.60507
H -1.62491 6.84842 -2.82522
H -0.06292 6.15254 -3.29768
```

Record 4
Density functional theory data (ωB97M-V/def2-TZVPD) for 6 unconnected molecules or ions with the total composition C46H52FIN7O12 in a non-equilibrium geometry.

Results
charge = +1
orbital gap = 7.9 eV
LUMO = -3.1 eV
2S+1 = 1

```
119
C46H52FIN7O12 ωB97M-V/def2-TZVPD
C 4.54185 2.19954 1.86087
C 3.37931 3.20251 2.10357
C 2.10363 2.78736 1.35739
O 1.79624 3.71691 0.24924
C 1.17088 3.00897 -0.71137
C -0.15315 2.79152 -0.61142
F -0.85100 3.28313 0.40234
C -0.82104 2.02947 -1.55553
C -2.29144 1.74275 -1.44009
C -3.08378 3.07094 -1.64602
N -3.75504 3.50045 -0.39308
C -0.05489 1.52728 -2.58271
C 1.28529 1.77021 -2.65256
C 2.06804 1.15401 -3.78697
C 2.03964 -0.38691 -3.65714
C 2.36709 -0.90405 -2.26835
O 3.74950 -0.71256 -1.93940
N 1.90171 2.50589 -1.72411
C 3.33912 2.80366 -1.72930
C 3.66649 4.27239 -2.08929
C 5.10375 4.38719 -2.65717
I 2.25903 5.12361 -3.48917
H 5.48619 2.73668 1.77460
H 4.55562 1.48343 2.68413
H 4.39694 1.60559 0.95221
H 3.14646 3.15468 3.16849
H 3.63743 4.22096 1.81041
H 1.22622 2.62550 1.98734
H 2.31607 1.82046 0.88025
H -2.58107 0.96123 -2.14247
H -2.45173 1.37915 -0.42104
H -2.37131 3.86336 -1.90830
H -3.77055 2.99788 -2.48912
H -3.23348 4.29360 -0.03741
H -4.66395 3.85106 -0.68162
H -0.50177 0.90207 -3.34257
H 3.06019 1.56900 -3.91514
H 1.51924 1.40928 -4.69963
H 1.02889 -0.74164 -3.88380
H 2.71039 -0.83042 -4.39182
H 1.73432 -0.48233 -1.47408
H 2.16607 -1.98494 -2.27804
H 3.90596 -1.24783 -1.15046
H 3.91002 2.13059 -2.35805
H 3.72006 2.66661 -0.71729
H 3.63293 4.89414 -1.19858
H 5.78340 4.83090 -1.92770
H 5.13212 5.03645 -3.53219
H 5.47594 3.41541 -2.99305
C -6.67209 3.49262 2.70706
C -7.50158 3.13673 3.76419
C -7.28323 1.95217 4.44716
C -6.23032 1.14103 4.06095
C -5.40434 1.47820 3.00758
C -5.62737 2.66225 2.32674
N -5.97590 -0.10380 4.79051
O -6.72422 -0.39605 5.70208
O -5.02196 -0.78092 4.44268
H -6.84298 4.42209 2.17837
H -8.31650 3.78469 4.05719
H -7.92752 1.67509 5.26889
H -4.59007 0.83337 2.71222
H -4.98467 2.93766 1.50141
C 8.65565 -1.97450 -5.45252
C 7.34570 -2.42995 -5.53218
C 6.29620 -1.52638 -5.53261
C 6.57575 -0.17242 -5.45696
C 7.87538 0.29663 -5.37027
C 8.91938 -0.61360 -5.36762
N 5.46972 0.78992 -5.48037
O 4.33151 0.35328 -5.53438
O 5.74162 1.97382 -5.44139
H 9.47392 -2.68275 -5.45809
H 7.14334 -3.49030 -5.59739
H 5.27827 -1.88224 -5.59507
H 8.08232 1.35512 -5.30757
H 9.93988 -0.26205 -5.30328
C -5.59350 -4.80652 6.98523
C -5.72861 -3.99141 5.86899
C -6.08007 -4.54276 4.64746
C -6.29618 -5.90778 4.56305
C -6.15809 -6.73307 5.66598
C -5.80377 -6.17581 6.88301
N -6.69402 -6.50280 3.28121
O -6.79753 -5.77177 2.30685
O -6.90577 -7.69665 3.25728
H -5.32437 -4.37210 7.93941
H -5.56390 -2.92663 5.94927
H -6.18463 -3.90662 3.78057
H -6.32499 -7.79739 5.58793
H -5.69530 -6.80842 7.75356
C 7.36819 -3.04572 0.93107
C 6.92365 -2.09431 0.02102
C 7.21870 -0.75479 0.21804
C 7.96248 -0.38578 1.32631
C 8.40646 -1.32024 2.24425
C 8.10462 -2.65830 2.04257
N 8.29774 1.03290 1.52314
O 7.86985 1.82677 0.70404
O 8.97792 1.32753 2.48234
H 7.14163 -4.09222 0.77231
H 6.35015 -2.39774 -0.84586
H 6.87330 -0.01593 -0.49107
H 8.98272 -1.02070 3.10768
H 8.44770 -3.40000 2.75068
C -8.56676 -3.95182 -0.85583
C -8.95052 -2.88884 -1.66331
C -8.67409 -1.58920 -1.27352
C -8.01014 -1.37331 -0.07815
C -7.62859 -2.42301 0.74134
C -7.91101 -3.72167 0.34798
N -7.69625 0.00494 0.31708
O -8.06428 0.90331 -0.41611
O -7.07684 0.17943 1.35159
H -8.78002 -4.96707 -1.16487
H -9.46301 -3.07355 -2.59779
H -8.97225 -0.76208 -1.90101
H -7.11559 -2.24157 1.67519
H -7.62280 -4.56208 0.96893
```

charge of number 1 (C46H51Cl5GeN2O3Si3Tc)? -1